Entry 1:
Below is 2 unconnected molecules or ions with the total composition C5H14N2O, with properties calculated with wB97M-V/def2-TZVPD.

Structure (XYZ):
```
22
Properties=species:S:1:pos:R:3:mulliken_charge:R:1
C 1.27038 -1.34271 -0.38110 -0.65
C 0.14217 -0.44478 -0.87203 -0.41
C -1.13719 -0.51374 -0.03146 -0.32
C -2.00053 0.48253 -0.17274 -0.55
N -3.17734 0.68840 0.68912 -0.01
C -4.39092 0.71258 0.31782 -0.09
N 2.62559 -0.67989 -0.56679 -0.31
H 1.21201 -1.46796 0.69861 0.39
H 1.32928 -2.32206 -0.84637 0.36
H 0.51628 0.57423 -0.94220 0.42
H -0.21242 -0.73106 -1.85855 0.37
H -1.35817 -1.29204 0.69097 0.42
H -1.97525 1.27874 -0.90818 0.41
H -2.83932 0.85600 1.62696 0.33
H -5.16356 0.73021 1.07770 0.29
H -4.62622 0.57953 -0.73217 0.31
H 2.74492 0.05607 0.18738 0.30
H 3.41229 -1.32180 -0.53184 0.38
H 2.73738 -0.11756 -1.41572 0.36
H 4.39721 1.34866 1.10359 0.35
H 3.00332 1.85614 1.58829 0.34
O 3.49012 1.07052 1.27872 -0.71
```

Output
- HOMO energy (eV) = -18.02
- total energy (hartree) = -383.0215
- total charge = +2
- Kohn-Sham gap (eV) = 10.10

Entry 2:
Below is a molecular structure, C23H18AlN4O3PS4, with properties calculated with wB97M-V/def2-TZVPD.

Structure (XYZ):
```
54
Properties=species:S:1:pos:R:3:mulliken_charge:R:1
Al -0.03858 -0.23786 -0.09130 0.72
O 1.30123 1.73849 -3.19777 -0.74
S 0.15889 1.96813 -2.36325 1.52
O -1.05949 2.40146 -2.97046 -0.71
O -0.10757 0.71413 -1.55065 -0.11
C 0.60236 3.24514 -1.18431 -0.19
C 0.70128 4.48274 -1.83199 -0.97
C 1.04748 5.61860 -1.13298 -0.68
C 1.28971 5.54144 0.23260 -0.77
C 1.18220 4.32729 0.87937 -0.43
C 0.84444 3.15370 0.19222 0.21
P 0.72858 1.65846 1.24849 2.02
C 2.37889 1.43927 1.96266 0.40
C 2.54023 0.44097 2.92692 -0.48
C 3.79605 0.17323 3.44914 -0.94
C 4.90441 0.86791 2.98291 -0.53
C 4.75737 1.81617 1.98108 -0.76
C 3.49947 2.10559 1.47150 -0.33
C -0.40414 2.20853 2.56291 0.41
C -1.64066 2.70578 2.14214 -0.63
C -2.61493 3.02594 3.07215 -0.62
C -2.37418 2.83379 4.42609 -0.61
C -1.15009 2.34237 4.84829 -0.52
C -0.16255 2.03109 3.92151 -0.45
H 0.49339 4.53323 -2.89290 0.46
H 1.12517 6.56657 -1.64930 0.41
H 1.55496 6.42965 0.79195 0.43
H 1.35945 4.27205 1.94688 0.45
H 1.69223 -0.14832 3.25625 0.35
H 3.90737 -0.59116 4.20808 0.45
H 5.88535 0.66161 3.39155 0.40
H 5.62547 2.32944 1.58721 0.42
H 3.39606 2.83871 0.68233 0.39
H -1.84571 2.82970 1.08568 0.40
H -3.57236 3.40384 2.73641 0.40
H -3.14960 3.05195 5.14947 0.37
H -0.96149 2.17968 5.90210 0.44
H 0.79020 1.65578 4.26670 0.42
S 0.35283 -2.04454 1.22855 -0.32
C -0.90855 -1.55475 2.35234 0.52
C -0.70141 -1.91711 3.72719 -0.13
N -0.49328 -2.17526 4.82975 -0.54
C -1.99842 -0.83579 1.98750 0.63
S -2.27191 -0.25973 0.36026 -0.47
C -2.97829 -0.47458 2.97911 -0.13
N -3.77431 -0.18090 3.75639 -0.51
N 1.20033 -1.79287 -2.52670 -0.32
C 2.19864 -1.86295 -1.62137 0.43
N 2.82130 -3.03749 -1.47753 -0.40
S 2.61884 -0.51664 -0.69074 -0.22
H 1.01836 -2.55787 -3.15585 0.23
H 0.94193 -0.86820 -2.84187 0.17
H 2.46894 -3.87678 -1.90740 0.22
H 3.43429 -3.13422 -0.68616 0.25
```

Output
- HOMO energy (eV) = -8.03
- total energy (hartree) = -3508.7213
- total charge = 0
- Kohn-Sham gap (eV) = 7.97

Entry 3:
Below is a molecular structure, C3HBr2NO, with properties calculated with wB97M-V/def2-TZVPD.

Structure (XYZ):
```
8
Properties=species:S:1:pos:R:3:mulliken_charge:R:1
C 1.20215 0.11889 0.16701 0.79
C 3.09726 0.08152 3.11002 0.10
C 2.23608 0.81486 -0.07820 -0.50
N 0.32860 -0.62658 0.53307 -0.42
O 2.03954 0.14273 3.44374 -0.10
Br 2.87208 2.49925 0.67626 -0.07
Br 3.59441 0.07290 -1.28454 -0.11
H -0.62601 -0.50273 0.14516 0.31
```

Output
- HOMO energy (eV) = -9.21
- total energy (hartree) = -5392.8630
- total charge = 0
- Kohn-Sham gap (eV) = 8.80

Entry 4:
Below is 2 unconnected molecules or ions with the total composition CH2NO3S, with properties calculated with wB97M-V/def2-TZVPD.

Structure (XYZ):
```
8
Properties=species:S:1:pos:R:3:mulliken_charge:R:1
C 3.28351 0.50210 -0.35052 0.63
N 3.39714 -0.86624 0.14172 -0.03
O 4.10313 1.23623 -0.84581 -0.64
O 3.40142 -1.16980 1.34879 -0.37
O 1.99912 0.50108 -0.26280 -0.59
S -1.03197 0.16935 0.65350 -0.40
H -0.56097 1.19898 -0.02415 0.15
H 0.27438 -0.44922 0.68832 0.25
```

Output
- HOMO energy (eV) = -4.01
- total energy (hartree) = -717.9453
- total charge = -1
- Kohn-Sham gap (eV) = 7.51

Entry 5:
Below is 3 unconnected molecules or ions with the total composition C22H35Br2N2O9S3, with properties calculated with wB97M-V/def2-TZVPD.

Structure (XYZ):
```
73
Properties=species:S:1:pos:R:3:mulliken_charge:R:1
C -7.94095 3.16869 -0.60252 -1.28
C -6.53274 2.87655 -0.01877 -0.21
C -5.45836 3.50991 -0.91795 -1.11
Br -5.54948 5.46263 -0.89929 0.03
C -4.05939 3.02163 -0.65129 1.26
C -3.40748 3.29139 0.57571 -0.07
C -4.03079 4.02783 1.72097 -0.25
C -3.06039 4.12643 2.90755 -0.83
O -3.60118 5.01050 3.88648 -0.41
C -3.34188 6.32158 3.62310 0.20
O -4.00112 7.19853 4.11384 -0.45
N -2.18527 2.88731 0.76473 -0.64
N -1.62483 2.20345 -0.19985 0.52
S 0.06284 1.72250 0.16565 1.14
C 0.39090 2.31402 1.81898 -0.86
O 0.11034 0.30974 0.15261 -0.53
O 0.91416 2.41404 -0.72903 -0.62
C -2.13505 1.85537 -1.36451 1.08
C -1.41773 1.04097 -2.39380 -2.15
C -1.78799 -0.45692 -2.33191 0.71
O -2.93486 -0.79697 -2.46425 -0.50
Br -0.41950 -1.78662 -2.11460 -0.05
C -3.44364 2.30091 -1.62932 0.93
C -4.10930 1.99419 -2.92362 -2.59
H -7.84449 3.78175 -1.48876 0.36
H -8.41939 2.23496 -0.86203 0.32
H -8.54731 3.69668 0.11932 0.39
H -6.33282 1.80985 -0.00754 0.51
H -6.50103 3.31751 0.96519 0.06
H -5.74238 3.24897 -1.91801 0.75
H -4.84110 3.40397 2.07083 0.19
H -4.37555 5.00654 1.42128 0.39
H -2.97187 3.13934 3.34132 0.37
H -2.07728 4.47674 2.60691 0.40
H -2.49197 6.56743 2.96941 0.36
H 1.18747 1.67596 2.17858 0.42
H -0.48085 2.26966 2.45308 0.21
H 0.76959 3.32115 1.71992 0.39
H -0.34684 1.19374 -2.42175 0.71
H -1.79525 1.38657 -3.34467 0.64
H -4.04155 2.86060 -3.58116 0.41
H -3.66684 1.16152 -3.44115 0.34
H -5.16175 1.79770 -2.78215 0.52
C 4.35892 -2.22347 -3.21089 -0.61
C 5.12616 -3.53234 -2.99060 -0.75
C 4.19745 -4.48860 -2.23142 0.10
S 2.52773 -4.02461 -2.68420 1.12
O 1.84578 -3.51845 -1.50837 -0.65
O 1.93239 -5.05215 -3.49883 -0.72
C 2.97915 -2.63198 -3.71747 -0.52
H 4.86580 -1.57001 -3.91968 0.36
H 4.26552 -1.68659 -2.26398 0.29
H 5.39251 -3.96358 -3.95817 0.31
H 6.05070 -3.36947 -2.43857 0.37
H 4.36145 -5.52643 -2.50902 0.42
H 4.30070 -4.37542 -1.14946 -0.23
H 2.23092 -1.84830 -3.62335 0.24
H 3.02188 -2.98783 -4.74627 0.33
C 4.99373 -4.99610 3.95026 -0.58
C 6.52099 -5.10815 3.84973 -0.61
C 6.88484 -5.08549 2.35933 -0.71
S 5.58999 -4.14517 1.54423 1.28
O 4.86595 -5.02436 0.65565 -0.75
O 6.11927 -2.88970 1.07418 -0.76
C 4.59562 -3.86738 3.00388 -0.74
H 4.66850 -4.79414 4.96930 0.35
H 4.53206 -5.93178 3.62835 0.30
H 6.98307 -4.25791 4.35483 0.29
H 6.89148 -6.01277 4.32824 0.32
H 7.83976 -4.60049 2.17493 0.36
H 6.88833 -6.08523 1.92948 0.38
H 3.54240 -3.87637 2.73211 0.39
H 4.87184 -2.89401 3.40825 0.38
```

Output
- HOMO energy (eV) = -11.73
- total energy (hartree) = -7988.2357
- total charge = +1
- Kohn-Sham gap (eV) = 6.89

Entry 6:
Below is a molecular structure, C3H6N4O, with properties calculated with wB97M-V/def2-TZVPD.

Structure (XYZ):
```
14
Properties=species:S:1:pos:R:3:mulliken_charge:R:1
C 1.90632 1.00797 1.59271 -0.26
C 0.42217 0.36535 0.07842 0.62
C -0.77993 -1.33728 -1.09787 -0.89
N 0.78627 1.32041 0.80123 -0.50
N 2.35635 -0.12200 1.38120 -0.15
N -1.71724 0.75703 -0.78082 -0.70
N -0.51876 0.03976 -0.75251 0.16
O 1.76939 -0.84873 0.51945 -0.31
H 2.28291 1.61346 2.34299 0.44
H -0.05010 -1.86876 -1.62789 0.34
H -1.03254 -2.01719 -0.19357 0.28
H -1.64271 -1.29794 -1.66888 0.41
H -2.30458 0.61896 0.08430 0.26
H -1.47754 1.76898 -0.67876 0.31
```

Output
- HOMO energy (eV) = -8.81
- total energy (hartree) = -412.0257
- total charge = 0
- Kohn-Sham gap (eV) = 9.52

Entry 7:
Below is a molecular structure, C14H23O2RhS3Sb3, with properties calculated with wB97M-V/def2-TZVPD.

Structure (XYZ):
```
46
Properties=species:S:1:pos:R:3:mulliken_charge:R:1
Rh -1.32528 1.26214 -0.40728 -0.13
S -5.36175 3.15785 0.57960 -0.31
Sb -4.56754 0.95109 0.28244 0.44
S -3.28254 1.22571 -1.71449 -0.52
S -2.51289 0.97471 1.52939 -0.58
C 1.25011 1.52153 1.51603 -0.99
Sb 1.29478 1.53480 -0.63751 0.64
C 0.43156 1.38196 -2.59644 -1.28
C 2.65528 -0.16080 -0.91429 -1.59
C 2.64945 -1.23212 0.13392 0.68
C 3.56164 -1.15818 1.18629 -0.54
C 3.58957 -2.10534 2.19706 -0.66
C 2.69730 -3.16721 2.15989 -0.66
C 1.79566 -3.26228 1.11198 -0.60
C 1.75126 -2.31128 0.09161 0.70
C 0.74267 -2.47036 -1.00955 -1.43
Sb -1.06619 -1.36843 -0.60583 0.85
C -1.59255 -2.47062 1.12427 -1.31
C -2.28727 -2.39475 -2.00080 -1.29
H 2.21159 1.92946 1.81059 0.40
H 1.13317 0.47313 1.76856 0.19
H 0.41462 2.12042 1.85869 0.36
H 1.17761 1.86578 -3.21865 0.43
H -0.52026 1.90713 -2.67240 0.49
H 0.32085 0.32126 -2.80652 0.30
H 3.62761 0.33014 -0.94813 0.64
H 2.45323 -0.56517 -1.90684 0.44
H 4.26080 -0.32860 1.21063 0.39
H 4.30921 -2.02059 3.00124 0.41
H 2.71178 -3.92481 2.93295 0.40
H 1.10917 -4.10144 1.07241 0.36
H 0.42348 -3.51045 -1.09252 0.63
H 1.11850 -2.15413 -1.98333 0.59
H -1.61125 -3.53203 0.87700 0.38
H -2.56740 -2.13866 1.47153 0.39
H -0.86097 -2.28650 1.90997 0.37
H -2.27585 -3.45749 -1.76191 0.37
H -1.90328 -2.23996 -3.00842 0.40
H -3.30086 -2.00361 -1.95365 0.36
C -2.14211 5.32933 0.52296 -0.80
O -2.21530 3.89514 0.52758 -0.13
C -1.34027 3.26192 -0.27082 0.84
O -0.54958 3.88135 -0.96172 -0.55
H -2.82450 5.65046 1.30445 0.25
H -2.45488 5.72480 -0.44233 0.31
H -1.12841 5.66470 0.73241 0.30
```

Output
- HOMO energy (alpha / beta) (eV) = -7.41 / -7.02
- ⟨S²⟩ = 1.1250
- total energy (hartree) = -2723.4879
- 2S+1 = 2
- total charge = 0
- Kohn-Sham gap (alpha / beta) (eV) = 5.90 / 5.03

Entry 8:
Below is a molecular structure, C36H59Cl3N11OP2SV, with properties calculated with wB97M-V/def2-TZVPD.

Structure (XYZ):
```
114
Properties=species:S:1:pos:R:3:mulliken_charge:R:1
V 0.69342 1.34680 0.24344 -0.85
N 2.29884 3.65938 -1.96742 -0.78
N 2.09261 3.06199 -3.21165 -0.06
C 1.21097 2.07761 -3.43107 0.28
N 1.15366 1.63890 -4.73258 -0.49
S 0.16716 1.41870 -2.30456 -0.07
H 1.37111 3.78321 -1.57216 0.23
H 2.75607 2.97082 -1.35712 0.21
H 2.74334 3.32791 -3.93074 0.22
H 1.99596 1.71059 -5.28296 0.23
H 0.65499 0.77069 -4.83921 0.24
Cl 6.96758 -0.50479 3.50278 -0.28
C 5.71694 0.12202 2.45700 0.28
C 4.41022 0.16006 2.90487 -0.79
C 3.42487 0.65801 2.07371 1.16
Cl 1.78678 0.70011 2.65697 -0.26
C 3.67111 1.12667 0.76242 -1.49
O 2.76852 1.56446 -0.03239 1.32
C 5.03588 1.06007 0.37815 0.36
Cl 5.43222 1.62208 -1.21897 -0.22
C 6.03991 0.57476 1.18945 -0.79
H 4.15389 -0.19825 3.89196 0.47
H 7.06022 0.54500 0.83450 0.44
C -0.60467 5.35119 1.60380 -1.07
N 0.47528 4.43283 2.14573 0.33
C -0.09452 3.75028 3.40459 -0.87
N -1.44091 3.28817 3.34044 0.27
C -2.31513 4.32407 2.83274 -1.11
N -1.90032 4.78846 1.52221 0.26
C -2.11840 3.79034 0.46473 -1.41
P -1.63159 1.98047 0.75820 1.06
C 1.12633 3.54669 1.08824 -1.31
C -1.68876 2.00507 2.65774 -0.98
H -0.25753 5.69128 0.62791 0.40
H -0.63957 6.19390 2.30330 0.40
H 1.19519 5.05876 2.50388 0.47
H -0.03946 4.53134 4.17224 0.38
H 0.59004 2.94114 3.64837 0.36
H -2.29646 5.17612 3.52176 0.26
H -3.33135 3.93512 2.77283 0.47
H -1.61036 4.14686 -0.43616 0.37
H -3.19119 3.77090 0.24723 0.37
H 1.43723 4.29622 0.35095 0.37
H 2.05552 3.24511 1.57504 0.58
H -0.96080 1.27559 3.02292 0.32
H -2.67657 1.64693 2.95394 0.15
N 0.66426 -0.64356 0.10153 0.20
P 0.49120 -2.08944 -0.26001 -2.05
N 0.55552 -3.16416 1.05747 0.90
C 0.43074 -2.55879 2.38337 0.27
C -0.05245 -3.59636 3.38733 -1.16
C 0.98263 -4.71839 3.54694 -0.60
C 1.70607 -4.98105 2.21615 -0.91
C 0.81283 -4.59120 1.04123 -1.22
N -0.91457 -2.50981 -1.08802 0.57
C -1.27361 -3.85555 -1.46672 -0.59
C -1.32665 -3.99746 -2.98890 -0.38
C -2.30915 -2.98441 -3.57517 -1.09
C -1.95284 -1.56755 -3.12249 0.22
C -1.83296 -1.50894 -1.60317 0.95
N 1.72651 -2.79616 -1.25199 0.19
C 1.82920 -2.09875 -2.54490 0.35
C 2.96424 -1.07912 -2.55736 0.75
C 4.31886 -1.78037 -2.40346 -0.72
C 4.15959 -3.04499 -1.54810 -1.31
C 3.02103 -2.87717 -0.55275 0.44
H -0.26206 -1.71871 2.31981 0.15
H 1.39035 -2.14389 2.72285 -0.13
H -1.00177 -4.00553 3.03166 0.31
H -0.25446 -3.11990 4.34927 0.42
H 0.49304 -5.63009 3.89946 0.32
H 1.71428 -4.43971 4.30987 0.35
H 2.00099 -6.03037 2.13439 0.49
H 2.61993 -4.38371 2.16411 0.20
H -0.12041 -5.17600 1.11101 0.38
H 1.27621 -4.85942 0.09116 0.82
H -2.27153 -4.09236 -1.06032 0.43
H -0.57071 -4.57172 -1.04665 0.15
H -1.61081 -5.01923 -3.26176 0.41
H -0.32411 -3.81379 -3.38683 0.02
H -3.31898 -3.22577 -3.22234 0.33
H -2.32887 -3.05262 -4.66688 0.46
H -2.71293 -0.85291 -3.45034 0.15
H -1.00904 -1.25876 -3.58169 -0.06
H -2.83279 -1.70023 -1.18049 0.26
H -1.54239 -0.52915 -1.23473 -1.30
H 0.88532 -1.58272 -2.72947 -0.83
H 1.96924 -2.82872 -3.35555 0.26
H 2.78996 -0.38139 -1.73394 -0.86
H 2.93654 -0.49466 -3.48246 0.39
H 5.03329 -1.09955 -1.93493 0.14
H 4.72654 -2.04637 -3.38376 0.41
H 5.08461 -3.26640 -1.01002 0.49
H 3.94302 -3.91173 -2.18096 0.33
H 3.20150 -1.97690 0.05635 -0.01
H 3.00423 -3.72607 0.13063 -0.14
C -3.62529 2.38087 -2.20629 -0.15
C -4.63652 2.02012 -1.15375 0.79
C -5.98726 2.22941 -1.38519 -0.84
C -6.95584 1.77255 -0.49950 -0.83
C -6.54889 1.06497 0.62016 -0.64
C -5.20394 0.84537 0.89433 0.77
C -4.80426 0.03231 2.09513 -1.61
C -4.20509 1.35926 0.03173 -0.35
N -2.88055 1.11628 0.24614 1.32
H -4.07772 2.99458 -2.98802 0.43
H -3.22509 1.47073 -2.66171 -0.23
H -2.76254 2.90932 -1.80567 -0.28
H -6.28822 2.74360 -2.29289 0.38
H -8.00779 1.93945 -0.69633 0.38
H -7.29524 0.66153 1.29846 0.39
H -5.60438 -0.65255 2.38177 0.49
H -4.58953 0.66428 2.96209 0.24
H -3.89873 -0.53405 1.87406 0.18
```

Output
- HOMO energy (alpha / beta) (eV) = -2.97 / -3.84
- ⟨S²⟩ = 3.7609
- total energy (hartree) = -5490.2896
- 2S+1 = 4
- total charge = -1
- Kohn-Sham gap (alpha / beta) (eV) = 4.98 / 5.84

Please write out number 4 again, unchanged.
Below is 2 unconnected molecules or ions with the total composition CH2NO3S, with properties calculated with wB97M-V/def2-TZVPD.

Structure (XYZ):
```
8
Properties=species:S:1:pos:R:3:mulliken_charge:R:1
C 3.28351 0.50210 -0.35052 0.63
N 3.39714 -0.86624 0.14172 -0.03
O 4.10313 1.23623 -0.84581 -0.64
O 3.40142 -1.16980 1.34879 -0.37
O 1.99912 0.50108 -0.26280 -0.59
S -1.03197 0.16935 0.65350 -0.40
H -0.56097 1.19898 -0.02415 0.15
H 0.27438 -0.44922 0.68832 0.25
```

Output
- HOMO energy (eV) = -4.01
- total energy (hartree) = -717.9453
- total charge = -1
- Kohn-Sham gap (eV) = 7.51

Question: Among the records above, which one has the lowest total energy?
Answer: C22H35Br2N2O9S3